(1)
The following is a DFT calculation (wB97M-V/def2-TZVPD) of C31H42CrN8P as an isolated structure.

Structure (XYZ):
```
83
Properties=species:S:1:pos:R:3
Cr -0.016 -0.162 -0.286
P 2.233 -0.980 -1.974
N -0.527 3.746 -2.369
N 0.093 1.683 -1.419
N -1.881 3.571 1.938
N -4.298 0.511 -1.345
N -1.039 1.491 1.186
N 1.686 0.169 1.104
N -0.946 3.380 -0.165
N -0.328 -1.553 1.364
C -1.698 -3.038 2.630
C -3.078 0.517 -2.165
C 3.937 0.169 2.707
C -1.289 2.734 1.023
C -2.623 4.745 1.488
C 2.964 -2.379 -1.037
C -1.430 -2.293 1.494
C 5.852 1.703 -3.068
C 3.840 1.041 1.632
C -2.487 -2.990 -3.470
C -0.880 -2.536 -1.754
C 2.883 -0.690 2.975
C 0.367 -2.252 3.537
C -5.455 -0.068 -2.003
C 4.596 2.247 -2.852
C -2.406 -0.826 -2.378
C 1.763 -0.659 2.154
C -0.781 -3.017 3.670
C 3.536 1.421 -2.504
C -4.096 -0.095 -0.043
C 3.705 0.045 -2.376
C 4.975 -0.487 -2.598
C 2.693 1.003 0.858
C -1.306 -1.204 -1.586
C -2.303 2.961 3.188
C -1.451 -3.424 -2.656
C -2.955 -1.695 -3.324
C 1.926 -1.746 -3.610
C 6.040 0.334 -2.936
C 0.566 -1.531 2.369
C -0.438 2.845 -1.333
H 0.279 1.432 -2.385
H 3.726 -2.933 -1.583
H 5.148 -1.551 -2.505
H -2.373 1.175 -1.656
H -3.115 2.238 3.050
H -3.768 -1.354 -3.956
H 4.820 0.157 3.330
H -2.605 -3.621 2.691
H -4.969 0.097 0.583
H -1.374 4.289 -2.419
H -1.015 4.381 -0.171
H -2.929 -3.654 -4.202
H -3.411 4.495 0.772
H -5.600 0.402 -2.977
H -2.645 3.742 3.860
H 4.441 3.314 -2.953
H 2.561 1.857 -2.314
H -1.408 1.142 2.062
H -3.080 5.210 2.357
H 2.833 -2.204 -4.008
H -0.051 -2.911 -1.152
H 1.090 -2.211 4.339
H 3.391 -2.003 -0.105
H 6.682 2.342 -3.342
H -1.457 2.462 3.662
H 1.134 -2.487 -3.527
H -2.101 -2.287 0.645
H -0.954 -3.588 4.572
H -3.340 0.973 -3.125
H -1.082 -4.440 -2.736
H 7.019 -0.096 -3.100
H 2.940 -1.381 3.803
H -3.954 -1.187 -0.099
H 2.572 1.652 0.001
H -1.962 5.498 1.056
H 4.636 1.728 1.386
H -6.342 0.125 -1.398
H -3.211 0.334 0.434
H 1.594 -0.973 -4.304
H 2.159 -3.072 -0.787
H -0.193 3.428 -3.264
H -5.376 -1.155 -2.150
```

## Properties
- total charge = +1
- HOMO-LUMO gap (alpha / beta) (eV) = 6.297 / 7.173
- <S²> = 6.023
- max |F| (eV/A) = 0.5
- spin multiplicity = 5
- relative energy (zero: lowest compared OMol25 entry of this formula, charge and spin) (kJ/mol) = 6.17


(2)
The following is a DFT calculation (wB97M-V/def2-TZVPD) of C31H42F4OSiTa as an isolated structure in a non-equilibrium geometry.

Structure (XYZ):
```
80
Properties=species:S:1:pos:R:3
Ta 4.575 -1.363 2.754
Si 6.996 -0.545 3.670
F -3.558 -1.567 -1.301
F 1.375 1.140 -2.538
F -4.757 1.714 0.407
F -0.989 -6.435 -5.699
O 4.117 1.706 1.149
C -8.325 2.757 2.109
C -2.535 -4.279 -3.260
C -6.523 1.176 1.850
C -1.541 1.411 -0.449
C -7.702 3.617 1.218
C -1.520 -3.361 -3.043
C 7.021 -0.319 5.559
C -2.369 -5.324 -4.158
C -0.094 2.946 -2.263
C -6.765 -0.632 -2.648
C -6.490 3.276 0.634
C -5.791 -1.378 -2.000
C 5.234 -0.704 0.689
C -0.320 -3.490 -3.729
C 7.654 1.089 2.943
C -7.733 1.541 2.420
C 0.277 1.656 -1.945
C 3.346 2.559 1.972
C -1.163 -5.416 -4.819
C -1.233 3.461 -1.658
C -0.126 -4.528 -4.630
C -0.416 0.868 -1.048
C 8.357 -1.824 3.355
C -4.517 -0.856 -1.942
C -4.165 0.354 -2.498
C 3.469 1.081 0.060
C -5.934 2.060 0.970
C -5.157 1.080 -3.140
C 4.132 -0.267 -0.281
C -1.959 2.698 -0.755
C -6.455 0.595 -3.217
H 6.872 1.593 2.373
H -0.069 -0.132 -0.830
H 2.409 0.941 0.299
H 8.504 0.947 2.272
H -4.904 2.036 -3.580
H 4.287 -2.156 4.419
H -5.981 3.925 -0.064
H 4.972 -3.165 2.465
H -2.846 3.102 -0.288
H -3.469 -4.183 -2.721
H 9.337 -1.490 3.707
H 6.020 0.051 0.734
H 6.011 -0.246 5.959
H -6.003 -2.336 -1.546
H 4.035 0.110 3.729
H 3.514 1.748 -0.812
H -2.105 0.816 0.258
H -7.776 -1.016 -2.704
H 4.514 -0.211 -1.306
H 3.653 3.602 1.848
H 2.768 -1.398 2.224
H -8.213 0.866 3.117
H 0.499 3.516 -2.964
H -1.554 4.466 -1.902
H 8.454 -2.078 2.298
H 7.567 0.583 5.847
H 0.799 -4.656 -5.173
H 7.499 -1.162 6.062
H 2.284 2.468 1.729
H -1.659 -2.550 -2.343
H 5.705 -1.600 0.260
H 3.508 2.243 3.001
H -9.269 3.032 2.560
H 0.478 -2.778 -3.562
H 8.110 -2.745 3.886
H -3.149 0.710 -2.416
H -6.037 0.236 2.070
H -3.143 -6.054 -4.347
H 3.347 -1.024 -0.283
H -8.159 4.566 0.969
H -7.222 1.170 -3.718
H 7.994 1.758 3.736
```

## Properties
- total charge = -1
- HOMO-LUMO gap (eV) = 5.920
- max |F| (eV/A) = 1.3
- relative energy (zero: lowest compared OMol25 entry of this formula, charge and spin) (kJ/mol) = 0.00


(3)
The following is a DFT calculation (wB97M-V/def2-TZVPD) of a 4-piece molecular cluster, C31H42F9INO14P2S overall in a non-equilibrium geometry.

Structure (XYZ):
```
101
Properties=species:S:1:pos:R:3
I 8.515 0.947 -5.243
S 2.158 -0.245 -0.447
P 2.966 -2.731 -1.788
P 4.529 1.487 -1.338
F -7.106 -1.181 3.101
F -5.662 -3.729 8.621
F 2.329 0.230 3.612
F -6.918 -3.395 10.356
F 3.763 1.604 4.471
F -8.611 -0.330 1.803
F -8.436 -2.477 1.982
F 3.525 -0.372 5.309
F -5.548 -1.857 9.695
O -5.773 -2.200 1.033
O 2.269 -2.559 -3.064
O 2.017 -3.345 -0.662
O 4.644 2.494 -2.604
O 1.102 3.285 0.232
O -0.437 2.067 -0.819
O 4.222 -3.705 -1.858
O 6.056 1.104 -0.911
O 0.655 1.411 5.291
O -8.153 -3.196 7.806
O 2.253 1.405 6.888
O -1.017 -0.100 -0.535
O -7.677 -1.042 8.286
O -6.889 -0.699 -0.228
N 2.732 0.125 -2.922
C 2.488 0.302 -4.363
C -0.011 1.707 1.633
C 1.764 1.200 5.687
C 1.227 3.456 -8.854
C 2.629 1.164 -8.212
C 0.394 0.881 8.399
C -6.751 -1.350 0.762
C -0.454 0.750 -1.159
C 1.231 2.387 -9.738
C 2.870 0.651 4.762
C -8.730 -2.290 5.609
C 2.437 1.773 -4.819
C 1.338 1.940 7.878
C 1.748 0.150 -2.086
C 4.046 -0.141 -2.276
C -6.375 -2.811 9.283
C 0.322 0.434 -2.436
C 3.364 2.117 -6.009
C 1.915 3.379 -7.657
C -4.751 -2.333 0.023
C 3.621 -1.116 -1.144
C 5.871 -0.263 -4.295
C -9.239 -2.800 6.939
C 1.937 1.239 -9.410
C 2.615 2.225 -7.316
C -3.799 -1.158 0.036
C 5.155 -0.870 -3.075
C 6.753 0.967 -4.057
C -7.749 -1.328 1.938
C 0.296 2.418 0.354
C -7.482 -2.216 8.386
H 1.531 -0.175 -4.567
H 4.198 -4.370 -1.156
H 7.040 1.077 -3.019
H 3.210 -0.280 -4.927
H 0.954 0.037 8.802
H -9.859 -2.062 7.447
H -9.831 -3.701 6.805
H 2.623 2.458 -3.995
H -3.002 -1.316 -0.684
H 3.172 0.253 -7.989
H 3.908 3.039 -5.802
H 4.510 3.389 -2.262
H -5.217 -2.470 -0.952
H -0.229 1.298 9.188
H 0.248 1.279 -3.121
H 1.952 0.416 -10.112
H 6.526 -1.054 -4.662
H 5.920 -1.163 -2.354
H 0.805 2.789 7.451
H 0.740 2.026 2.351
H 2.138 -2.970 0.220
H -9.566 -2.066 4.947
H 1.902 4.230 -6.987
H -8.139 -1.385 5.734
H -3.362 -1.032 1.027
H -8.095 -3.038 5.133
H 1.978 2.311 8.673
H 4.127 1.351 -6.151
H -0.989 1.972 2.030
H 5.188 -0.047 -5.111
H 0.071 0.627 1.532
H 6.232 1.871 -4.347
H 6.088 1.077 0.053
H 0.707 2.447 -10.682
H 1.419 1.978 -5.156
H -0.129 -0.473 -2.846
H 4.441 -1.352 -0.466
H 0.690 4.355 -9.124
H -4.228 -3.254 0.273
H -0.257 0.505 7.611
H 4.716 -1.801 -3.443
H -4.318 -0.234 -0.218
```

## Properties
- total charge = +1
- HOMO-LUMO gap (eV) = 7.416
- max |F| (eV/A) = 1.1


(4)
The following is a DFT calculation (wB97M-V/def2-TZVPD) of C31H42IrN6O4S2 as an isolated structure in a non-equilibrium geometry.

Structure (XYZ):
```
86
Properties=species:S:1:pos:R:3
Ir 0.249 -0.414 0.613
S -0.698 -1.110 3.558
S -0.823 1.533 -0.436
O 1.760 1.092 1.659
O 0.466 -4.283 -2.953
O -0.676 -0.005 4.511
O 6.126 -1.685 -2.133
N -3.270 0.662 -0.857
N -0.935 -0.776 2.118
N -2.920 1.434 1.270
N 1.868 -0.271 -0.649
N 1.495 -2.297 -1.722
N 3.574 -1.349 -1.850
C -1.724 -4.001 -1.936
C 4.105 3.266 -0.173
C -2.496 -3.276 -1.029
C -2.954 3.208 2.961
C -7.072 1.089 -0.442
C 5.405 -1.959 -3.253
C 4.019 -1.792 -3.116
C 2.288 -1.263 -1.404
C 3.309 1.512 -1.597
C -0.404 -3.646 -2.119
C -5.618 1.493 -0.689
C 2.620 0.931 -0.535
C -2.462 1.176 0.060
C -0.618 -1.831 -0.507
C 3.728 -2.401 -5.427
C 5.935 -2.347 -4.471
C 0.139 -2.544 -1.428
C 7.539 -1.822 -2.211
C -3.132 4.367 1.980
C 5.093 -2.576 -5.555
C 2.593 1.610 0.688
C -1.952 -2.225 -0.322
C 4.058 2.664 -1.418
C -4.666 0.298 -0.652
C -2.185 2.023 2.389
C -1.810 4.979 1.522
C 1.650 1.828 2.885
C 0.035 -5.497 -3.554
C 3.191 -1.998 -4.209
C -7.323 0.524 0.955
C 3.356 2.752 0.876
H -6.815 -0.429 1.111
H 0.901 -5.901 -4.070
H -3.526 -3.565 -0.864
H 4.253 -0.794 -1.350
H 2.125 -1.834 -4.122
H -2.156 -4.829 -2.476
H 1.345 2.855 2.679
H 7.001 -2.475 -4.588
H -4.749 -0.246 0.293
H -3.740 5.133 2.464
H 7.918 -1.577 -1.224
H 4.705 4.152 -0.011
H -6.989 1.223 1.725
H -1.245 4.296 0.885
H -0.304 -6.206 -2.797
H -3.875 1.172 1.471
H -3.697 4.027 1.106
H -2.411 3.554 3.844
H -0.764 -5.316 -4.274
H 2.603 1.819 3.415
H -2.552 -1.719 0.420
H 7.960 -1.134 -2.946
H 1.932 -3.036 -2.257
H 3.360 3.261 1.827
H 3.073 -2.564 -6.271
H -7.380 0.357 -1.194
H 4.593 3.090 -2.256
H 3.244 1.069 -2.582
H -4.932 -0.403 -1.443
H -7.696 1.972 -0.585
H 0.893 1.329 3.480
H -8.386 0.348 1.111
H -5.530 1.975 -1.664
H -1.986 5.889 0.949
H -1.187 5.241 2.380
H 7.818 -2.847 -2.462
H 5.517 -2.883 -6.500
H -2.030 1.260 3.152
H -3.934 2.866 3.311
H -2.840 0.484 -1.751
H -5.324 2.238 0.058
H -1.209 2.325 2.018
```

## Properties
- total charge = +1
- HOMO-LUMO gap (eV) = 6.516
- max |F| (eV/A) = 2.8
- relative energy (zero: lowest compared OMol25 entry of this formula, charge and spin) (kJ/mol) = 0.00


(5)
The following is a DFT calculation (wB97M-V/def2-TZVPD) of C31H43Cl2O2P3RuS as an isolated structure in a non-equilibrium geometry.

Structure (XYZ):
```
83
Properties=species:S:1:pos:R:3
Ru 0.037 -0.608 3.096
Cl 2.261 0.466 3.649
Cl -0.596 -1.392 5.141
S -0.381 2.712 3.688
P -3.675 -2.124 0.434
P 1.573 1.446 -3.159
P 1.375 -2.305 2.451
O -0.913 1.443 3.011
O -2.121 0.367 -0.733
C -1.244 4.335 -1.645
C -1.685 -1.372 2.238
C -1.001 -1.306 -4.271
C 2.641 -2.251 1.141
C 5.807 1.984 -2.656
C 0.749 -0.161 -3.050
C -4.277 -3.174 1.748
C -0.392 -2.526 -4.003
C 3.119 1.419 -2.300
C 3.866 0.745 -3.287
C 0.480 0.206 1.560
C 1.277 -1.406 -2.636
C 0.469 2.770 -2.372
C -1.940 3.478 4.150
C 0.115 2.167 5.325
C 0.704 -2.581 -3.144
C -4.861 -0.824 0.058
C -0.477 3.156 -1.383
C 5.175 1.107 -3.537
C -1.298 -0.674 -0.169
C 3.784 2.182 -1.307
C -0.485 -0.144 -3.708
C 2.314 -2.731 3.944
C 0.657 3.569 -3.479
C -1.076 5.059 -2.819
C 0.405 -3.773 2.041
C -2.090 -1.362 0.950
C -0.118 4.676 -3.757
C 5.147 2.474 -1.530
C -3.418 -3.100 -1.075
C -0.183 -0.236 0.581
H -0.361 -3.904 2.809
H 0.050 5.207 -4.686
H -3.062 -2.474 -1.910
H -3.542 -3.981 1.934
H -1.732 4.266 4.869
H 1.047 -4.660 2.004
H 1.147 -3.548 -2.909
H -1.577 0.999 -1.239
H 3.163 -1.291 1.145
H 0.104 3.044 5.973
H 2.122 -1.467 -1.931
H 1.411 3.257 -4.249
H 3.275 2.519 -0.395
H 1.134 1.766 5.231
H -1.685 5.935 -3.018
H -2.370 3.901 3.234
H -2.328 -1.780 2.996
H -4.421 -2.552 2.652
H -0.974 0.813 -3.900
H 5.669 0.725 -4.417
H 3.380 -3.046 1.305
H -0.553 1.360 5.662
H -5.244 -3.602 1.415
H -0.778 -3.435 -4.460
H 1.596 -3.012 4.719
H -2.587 2.695 4.566
H -0.608 2.647 -0.407
H 5.682 3.120 -0.836
H 6.835 2.278 -2.851
H -2.689 -3.901 -0.878
H 3.033 -3.526 3.721
H 3.346 0.070 -3.978
H -1.979 4.667 -0.909
H -5.078 -0.265 0.978
H -5.793 -1.280 -0.308
H 2.837 -1.825 4.271
H -4.376 -3.565 -1.362
H 1.283 0.886 1.361
H 2.197 -2.404 0.151
H -1.845 -1.232 -4.950
H -0.917 -1.337 -0.964
H -0.085 -3.643 1.071
H -4.449 -0.141 -0.698
```

## Properties
- total charge = +2
- HOMO-LUMO gap (alpha / beta) (eV) = 6.431 / 5.014
- <S²> = 6.057
- max |F| (eV/A) = 5.8
- spin multiplicity = 5
- relative energy (zero: lowest compared OMol25 entry of this formula, charge and spin) (kJ/mol) = 152.65


Q: What is the max |F| in the fifth record?
A: 5.8 eV/A